Below is C21H13ClCoF3NO4STe as an isolated structure, with properties calculated with ωB97M-V/def2-TZVPD.

CARTESIAN COORDINATES (ANGSTROEM)
Co 1.27 0.41 -0.30
Cl 6.90 -4.20 -0.47
C 5.73 -2.89 -0.25
C 6.16 -1.70 0.34
C 5.22 -0.68 0.50
C 3.88 -0.79 0.11
O 3.07 0.21 0.31
C 3.47 -2.04 -0.51
C 2.15 -2.27 -0.93
O 1.15 -1.45 -0.88
C 4.44 -3.07 -0.66
H 7.18 -1.58 0.66
H 5.51 0.26 0.96
H 1.93 -3.26 -1.35
H 4.14 -4.00 -1.12
Te -1.32 -2.56 -0.17
C -3.10 -3.55 0.42
C -3.72 -3.53 1.65
C -4.91 -4.30 1.70
C -5.19 -4.90 0.50
S -4.01 -4.52 -0.67
H -3.32 -2.97 2.48
H -5.53 -4.40 2.58
H -6.04 -5.53 0.27
F -2.48 2.25 -3.20
C -2.24 1.13 -2.48
F -3.12 1.13 -1.47
F -2.55 0.08 -3.27
C -0.76 1.05 -2.02
O 0.09 1.43 -2.82
O -0.62 0.56 -0.87
C 1.41 2.37 0.29
C 0.17 3.08 0.52
C -0.50 3.78 -0.51
C -1.69 4.43 -0.30
C -2.30 4.41 0.96
C -1.67 3.71 2.00
C -0.47 3.06 1.78
C -3.52 5.11 1.20
N -4.50 5.69 1.40
H 2.02 2.29 1.19
H 2.00 2.81 -0.52
H -0.05 3.79 -1.50
H -2.18 4.95 -1.11
H -2.13 3.68 2.98
H 0.00 2.51 2.59

Summary:
E_LUMO (spin up / spin down) = 3.80 / 3.04 eV
2S+1 = 4
Total charge = -2
HOMO-LUMO gap (spin up / spin down) = 3.5 / 5.1 eV
HOMO energy (spin up / spin down) = 0.011 / -0.074 Ha

From a natural (NBO) analysis of the wavefunction, the atomic charges in e read: 1.1888 -0.1091 -0.0561 -0.3127 -0.3263 0.3583 -0.7959 -0.1699 0.1733 -0.8015 -0.2872 0.1948 0.1977 0.1143 0.1972 0.4435 -0.5834 -0.2841 -0.2739 -0.4505 0.4470 0.2256 0.2079 0.2197 -0.3361 0.8790 -0.3239 -0.3383 0.6891 -0.6721 -0.7314 -0.8243 0.0597 -0.2186 -0.1525 -0.2889 -0.1531 -0.2465 0.3273 -0.4256 0.2078 0.2023 0.2172 0.2063 0.2018 0.2032


Below is C21H14AlCl3N6O7S as an isolated structure, with properties calculated with ωB97M-V/def2-TZVPD.

CARTESIAN COORDINATES (ANGSTROEM)
Al -0.38 -0.86 -0.20
N 3.68 5.26 2.24
C 2.57 4.54 1.86
C 2.53 3.91 0.61
C 1.40 3.23 0.20
C 0.30 3.18 1.04
C 0.31 3.80 2.29
C 1.45 4.48 2.69
S -1.11 2.28 0.53
O -1.23 2.36 -0.89
O -2.23 2.63 1.36
N -0.72 0.70 0.81
C -0.77 0.10 2.02
N -0.86 -1.25 1.83
C -0.76 -2.03 2.90
C -0.64 -1.50 4.16
C -0.62 -0.11 4.25
N -0.67 0.70 3.20
H 4.54 5.07 1.76
H 3.77 5.48 3.22
H 3.40 3.96 -0.04
H 1.36 2.75 -0.77
H -0.56 3.73 2.92
H 1.47 4.96 3.66
H -0.81 -3.10 2.73
H -0.58 -2.13 5.04
H -0.53 0.38 5.22
O 3.25 -5.15 -0.92
C 2.06 -5.55 -1.34
O 1.88 -6.59 -1.90
C 0.91 -4.62 -1.12
C -0.39 -4.91 -1.47
N -1.15 -3.86 -1.14
N -0.43 -2.90 -0.57
C 0.83 -3.33 -0.56
C 1.84 -2.37 0.00
O 2.97 -2.74 0.24
O 1.35 -1.19 0.20
H 3.24 -4.23 -0.54
H -0.78 -5.80 -1.94
H -2.14 -3.73 -1.27
Cl -4.65 1.32 -5.39
C -3.37 0.79 -4.36
C -3.67 0.19 -3.15
C -2.62 -0.22 -2.35
Cl -2.90 -0.95 -0.80
C -1.27 -0.06 -2.70
O -0.30 -0.46 -1.90
C -1.02 0.55 -3.93
Cl 0.62 0.79 -4.41
C -2.05 0.97 -4.76
H -4.69 0.07 -2.83
H -1.82 1.44 -5.70

Summary:
E_LUMO = -0.21 eV
HOMO-LUMO gap = 8.2 eV
HOMO energy = -0.307 Ha

From a natural (NBO) analysis of the wavefunction, the atomic charges in e read: 1.8912 -0.7900 0.2020 -0.2781 -0.1520 -0.3527 -0.1468 -0.2853 2.3518 -0.9473 -0.9332 -1.0778 0.5994 -0.6016 0.1245 -0.3517 0.1346 -0.4640 0.3862 0.3848 0.2138 0.2408 0.2461 0.2105 0.2083 0.2363 0.2041 -0.6658 0.7824 -0.5766 -0.2395 0.0444 -0.2912 -0.3481 0.0729 0.7974 -0.6150 -0.8066 0.5143 0.2560 0.4340 0.0122 -0.0547 -0.2276 -0.1081 0.0632 0.3759 -0.8806 -0.0976 0.0360 -0.2186 0.2424 0.2447


Below is C21H14BrLiN6O7S as an isolated structure, with properties calculated with ωB97M-V/def2-TZVPD.

CARTESIAN COORDINATES (ANGSTROEM)
Li -0.28 -0.78 0.74
O -0.75 6.21 0.06
C -0.97 4.90 -0.23
O -2.02 4.54 -0.66
C 0.19 4.01 -0.01
C 1.52 4.28 -0.25
N 2.19 3.15 0.01
N 1.38 2.15 0.41
C 0.16 2.66 0.40
C -1.00 1.83 0.93
O -1.61 2.32 1.88
O -1.17 0.71 0.37
H 0.07 6.29 0.56
H 2.02 5.16 -0.63
H 3.18 2.96 -0.08
Br -1.96 -0.68 3.72
C -0.20 -0.01 3.65
C 0.25 0.83 4.66
C 1.56 1.27 4.60
C 2.36 0.88 3.54
C 1.80 0.07 2.57
N 0.54 -0.38 2.62
C 2.61 -0.31 1.37
O 3.78 -0.09 1.23
O 1.86 -0.97 0.43
H -0.41 1.12 5.46
H 1.95 1.92 5.37
H 3.39 1.20 3.43
O 2.14 -2.43 -1.18
N 2.73 -2.02 -0.30
S -4.81 -5.34 -0.38
C -3.54 -4.15 -0.11
C -2.34 -4.60 0.44
C -1.31 -3.70 0.62
N -1.40 -2.40 0.31
C -2.56 -1.97 -0.21
C -3.64 -2.80 -0.45
C -6.27 -4.35 -0.51
C -6.70 -3.53 0.53
C -7.88 -2.83 0.38
N -8.66 -2.92 -0.70
C -8.25 -3.72 -1.68
C -7.07 -4.45 -1.64
H -2.22 -5.63 0.73
H -0.37 -4.02 1.05
H -2.61 -0.91 -0.43
H -4.54 -2.39 -0.88
H -6.11 -3.43 1.44
H -8.23 -2.17 1.17
H -8.89 -3.78 -2.55
H -6.77 -5.07 -2.47

Summary:
E_LUMO = -1.13 eV
HOMO-LUMO gap = 7.5 eV
HOMO energy = -0.317 Ha

From a natural (NBO) analysis of the wavefunction, the atomic charges in e read: 0.8599 -0.6758 0.7851 -0.5342 -0.2830 -0.0317 -0.3327 -0.2928 0.0943 0.7660 -0.6670 -0.8736 0.4786 0.2233 0.4128 0.1105 0.1759 -0.2391 -0.1436 -0.2010 0.0912 -0.4998 0.7825 -0.5481 -0.5131 0.2443 0.2284 0.2447 -0.1562 0.4654 0.3247 -0.1263 -0.2700 0.0561 -0.5269 0.0723 -0.2828 -0.1587 -0.2594 0.0419 -0.4007 0.0445 -0.2596 0.2288 0.1959 0.2467 0.2384 0.2326 0.2013 0.1986 0.2313


Below is C21H14Cl2NO2SZr as an isolated structure in a non-equilibrium geometry, with properties calculated with ωB97M-V/def2-TZVPD.

CARTESIAN COORDINATES (ANGSTROEM)
Zr 0.31 0.75 -0.58
Cl 5.12 -3.38 3.49
C 4.04 -2.57 2.44
C 3.59 -3.29 1.32
C 2.73 -2.75 0.39
Cl 2.22 -3.74 -0.93
C 2.26 -1.46 0.52
O 1.49 -0.95 -0.43
C 2.58 -0.76 1.69
C 2.12 0.56 1.98
O 1.20 1.16 1.35
C 3.52 -1.31 2.60
H 3.93 -4.31 1.20
H 2.49 1.11 2.84
H 3.73 -0.78 3.57
S 1.01 2.55 -1.95
C -0.49 3.30 -1.20
C -0.42 3.76 0.14
C -1.55 4.17 0.83
C -2.69 4.27 0.10
C -2.77 3.87 -1.25
C -1.68 3.32 -1.92
H 0.55 3.67 0.64
H -1.49 4.45 1.89
H -3.60 4.60 0.53
H -3.75 3.99 -1.67
H -1.72 2.92 -2.91
C -1.81 0.74 0.32
C -1.86 -0.51 -0.43
C -1.93 -1.78 0.22
C -1.58 -2.90 -0.41
C -1.08 -2.86 -1.74
C -0.94 -1.67 -2.42
C -1.34 -0.52 -1.72
C -0.93 -4.13 -2.43
N -1.00 -5.20 -2.89
H -2.02 0.75 1.39
H -2.34 1.62 -0.08
H -2.24 -1.71 1.24
H -1.62 -3.81 0.19
H -0.58 -1.57 -3.48
H -1.44 0.37 -2.40

Summary:
E_LUMO = -4.57 eV
Total charge = +1
HOMO-LUMO gap = 7.4 eV
HOMO energy = -0.440 Ha

From a natural (NBO) analysis of the wavefunction, the atomic charges in e read: 2.0415 0.0804 -0.0753 -0.1339 -0.1166 0.0627 0.4409 -0.8071 -0.2936 0.4792 -0.6815 -0.1407 0.2559 0.1908 0.2436 -0.1688 -0.2072 -0.2241 -0.1848 -0.1819 -0.1833 -0.2273 0.2422 0.2424 0.2305 0.2361 0.2407 -0.8536 -0.0037 -0.1938 -0.1364 -0.0868 -0.1052 -0.5078 0.2299 -0.2417 0.2522 0.2648 0.2343 0.2531 0.2615 0.2724


Below is C21H15AuN6O2S2 as an isolated structure, with properties calculated with ωB97M-V/def2-TZVPD.

CARTESIAN COORDINATES (ANGSTROEM)
Au 1.53 -0.40 -0.28
N -2.20 -2.55 -1.02
C -1.02 -2.07 -0.62
N -0.33 -1.19 -1.28
C -0.81 -0.66 -2.47
N -0.20 0.26 -3.12
N 1.02 0.62 -2.58
C 1.41 1.79 -2.87
C 2.70 2.31 -2.38
C 3.09 3.60 -2.72
C 4.31 4.07 -2.26
C 5.09 3.24 -1.48
C 4.62 1.96 -1.19
N 3.45 1.50 -1.63
C -2.10 -1.17 -2.96
C -2.67 -0.72 -4.16
C -3.89 -1.21 -4.58
C -4.56 -2.15 -3.81
C -4.02 -2.61 -2.62
C -2.79 -2.11 -2.21
H -2.70 -3.18 -0.41
H -0.64 -2.43 0.33
H 0.79 2.44 -3.48
H 2.44 4.22 -3.33
H 4.64 5.07 -2.51
H 6.05 3.56 -1.10
H 5.20 1.29 -0.57
H -2.13 0.02 -4.73
H -4.32 -0.85 -5.50
H -5.52 -2.53 -4.14
H -4.54 -3.34 -2.02
O -0.15 -3.50 3.74
S -0.71 -2.25 3.31
O -2.05 -2.26 2.78
N 0.27 -1.51 2.22
C 0.81 -0.42 2.70
S 1.88 0.57 1.81
C 0.38 -0.08 4.09
C 0.75 1.01 4.86
C 0.19 1.12 6.14
C -0.70 0.17 6.61
C -1.07 -0.92 5.83
C -0.51 -1.02 4.57
H 1.44 1.74 4.48
H 0.46 1.96 6.76
H -1.12 0.28 7.61
H -1.76 -1.67 6.20

Summary:
E_LUMO = -0.46 eV
HOMO-LUMO gap = 7.6 eV
HOMO energy = -0.295 Ha

From a natural (NBO) analysis of the wavefunction, the atomic charges in e read: 0.6369 -0.5564 0.3559 -0.6191 0.3974 -0.3465 -0.2821 0.0769 0.1334 -0.2243 -0.1689 -0.2483 0.0528 -0.4054 -0.1515 -0.1359 -0.2242 -0.1692 -0.2626 0.2435 0.4298 0.2482 0.1791 0.2187 0.2200 0.2227 0.2005 0.2424 0.2215 0.2215 0.2199 -0.9235 2.2938 -0.9556 -0.8065 0.1203 -0.2366 -0.0470 -0.1812 -0.2021 -0.1925 -0.1837 -0.3181 0.2349 0.2185 0.2191 0.2331


Q: What is the formula in the first record?
A: C21H13ClCoF3NO4STe